Density functional theory data (ωB97M-V/def2-TZVPD) for a molecular structure, C12H28BeBr2KLiN3O5P at a distorted geometry.

```
54
Properties=species:S:1:pos:R:3:forces:R:3:lowdin_charge:R:1
C 4.021 0.760 1.907 -0.15 -0.95 0.36 -0.210
C 3.425 0.543 0.502 0.07 0.51 -0.08 -0.412
C 2.055 1.155 0.291 0.01 -0.42 -0.21 -0.743
Br 2.182 3.137 0.576 -0.88 0.05 -0.09 0.632
P 0.678 0.374 1.432 -0.32 0.08 0.40 0.452
C -0.705 1.290 0.409 -0.49 0.25 -0.28 -0.292
C -2.093 1.296 1.046 0.01 0.11 -0.22 -0.428
O -2.059 1.849 2.366 -0.44 -0.11 -0.07 -0.076
C -2.861 -0.057 0.992 0.25 -0.06 0.39 -0.204
N -2.132 -1.235 0.513 -1.21 -0.57 -1.07 -0.053
H 4.044 -0.204 2.422 -0.02 0.22 0.06 0.081
H 5.062 1.083 1.906 0.17 -0.19 0.06 0.010
H 3.442 1.437 2.541 -0.01 0.02 -0.18 0.057
H 4.049 0.978 -0.281 0.40 -0.27 -0.19 0.052
H 3.379 -0.522 0.244 -0.13 0.09 0.04 0.046
H 1.808 1.067 -0.772 -0.15 0.10 0.17 0.062
H 0.592 -0.754 0.501 0.14 0.05 -0.10 -0.004
H 1.709 -0.384 2.160 -0.03 0.12 0.03 -0.008
H 0.798 1.499 2.371 -0.01 0.04 -0.13 -0.021
H -0.337 -0.218 2.342 0.02 -0.18 -0.18 -0.035
H -0.778 0.820 -0.582 0.21 -0.06 0.09 0.076
H -0.437 2.333 0.212 0.18 -0.12 0.26 0.045
H -2.696 2.014 0.470 0.04 -0.07 0.15 0.124
H -1.873 1.136 2.987 0.29 0.02 -0.07 0.064
H -3.174 -0.297 2.014 -0.14 0.05 -0.16 0.119
H -3.770 0.051 0.391 0.08 0.08 0.05 0.096
H -1.686 -1.061 -0.381 0.73 0.45 0.44 -0.028
H -1.459 -1.611 1.174 0.18 -0.04 -0.32 0.048
C -5.532 3.513 1.891 -0.02 0.02 0.07 -0.067
C -5.709 2.988 0.544 0.12 -0.01 0.11 -0.293
N -5.818 2.560 -0.514 -0.05 -0.08 -0.16 0.126
H -5.015 2.777 2.506 0.04 0.03 -0.02 0.077
H -4.934 4.422 1.856 0.01 -0.02 0.01 0.086
H -6.502 3.738 2.332 0.01 0.00 0.00 0.080
C 1.482 -4.935 -0.628 0.27 -0.26 -0.04 -0.098
C 0.517 -3.779 -0.701 -0.07 0.10 0.19 -0.613
O -0.150 -3.439 0.269 -0.09 -0.01 0.08 -0.024
N 0.306 -3.107 -1.875 -0.55 -0.67 0.10 -0.102
C 0.863 -3.303 -3.179 -1.06 -0.37 -0.05 -0.279
H 1.428 -5.348 0.377 -0.16 0.01 0.01 0.078
H 1.175 -5.710 -1.339 0.12 -0.01 -0.03 0.075
H 2.533 -4.610 -0.841 -1.19 -0.45 0.14 -0.065
H -0.392 -2.388 -1.785 0.14 0.17 0.06 0.052
H 1.321 -2.406 -3.583 -0.01 -0.02 -0.07 0.038
H -0.027 -3.568 -3.820 0.22 0.00 -0.63 0.008
H 1.573 -4.117 -3.212 -0.04 -0.05 -0.04 0.041
Li -1.792 -4.376 -3.813 0.00 0.50 0.71 0.628
Be -3.012 -2.541 -1.234 0.36 -0.12 0.52 0.337
C 2.131 4.232 -2.970 0.05 -0.03 0.18 -0.953
O 3.243 4.709 -2.747 0.03 -0.06 0.04 0.142
O 1.905 3.028 -3.273 -0.04 0.02 0.04 0.223
O 1.043 4.861 -2.914 0.01 -0.05 -0.03 0.231
K 5.031 3.025 0.636 0.80 0.58 -0.38 0.806
Br 3.149 -2.704 -1.738 2.32 1.57 0.06 0.016
```
Forces are in eV/Å.

## Properties
- HOMO energy (Eh) = -0.2454
- spin multiplicity = 1
- Kohn-Sham gap (eV) = 2.433
- DFT total energy (hartree) = -7125.66535